[1]
The following is a DFT calculation (wB97M-V/def2-TZVPD) of a structure of composition C16H16N4O2S2 at a distorted geometry.

Properties
Gap between HOMO and LUMO (eV): 6.90

```
40
Properties=species:S:1:pos:R:3:forces:R:3:mulliken_charge:R:1
C 0.935 -3.479 6.818 -2.300 -8.112 -1.367 -0.9129
H 0.692 -4.324 7.621 1.285 2.035 -1.467 0.2030
O -0.253 -3.675 5.982 0.846 3.791 -2.788 -0.3336
C -0.330 -2.606 4.930 -0.859 0.742 -0.602 0.4384
C 0.468 -1.451 4.743 4.665 -3.690 2.735 -0.1938
C 0.461 -0.636 3.579 -4.422 -5.916 2.620 0.9895
C -0.540 -0.700 2.710 -9.713 -7.637 -1.531 -0.4781
C -1.739 -1.896 2.938 5.023 1.671 1.103 -0.7362
C -1.506 -2.751 3.955 2.821 1.705 1.853 -0.5268
H -2.112 -3.520 4.267 -1.600 -1.857 0.064 0.4736
H -2.443 -2.146 2.185 -0.715 0.471 -0.558 0.3984
N -0.873 0.032 1.624 4.175 3.709 3.279 -0.2704
C 0.091 1.057 1.878 -1.822 -5.424 -0.192 0.4813
N 0.479 1.866 0.952 -3.334 2.461 -3.804 -0.0240
C -0.392 2.398 -0.152 14.426 10.157 1.027 0.4331
O 0.205 3.455 -0.755 -3.866 -5.320 3.031 -0.6285
C -1.354 1.651 -0.502 -7.023 -7.046 -6.412 -0.9348
H -1.949 1.270 0.224 -1.438 -1.277 2.426 0.5783
H -2.017 1.874 -1.329 0.376 1.061 -0.019 0.4611
S -0.599 -0.067 -1.334 -0.551 0.712 1.778 -0.1045
C -0.335 0.558 -2.923 5.476 -6.844 0.471 0.3568
N 0.612 -0.356 -3.754 -5.922 -1.124 10.440 -0.4585
C 0.892 -0.001 -4.859 -2.126 8.926 -2.481 1.0371
C 0.695 1.365 -5.336 -7.287 -0.366 8.885 -1.0519
C -0.463 2.034 -4.484 7.089 3.665 -1.376 0.2702
N -0.626 1.704 -3.156 -2.943 4.483 -3.970 -0.1754
C -0.647 3.753 -4.697 -0.513 -9.704 -7.631 -1.2156
H -0.036 3.826 -5.584 0.409 0.948 0.071 0.2974
H -0.478 4.277 -3.946 1.463 4.409 6.817 0.4490
H -1.603 3.604 -5.073 -2.308 1.262 -0.321 0.3914
H 0.798 1.622 -6.260 0.942 1.729 -5.525 0.4892
C 1.488 -0.825 -5.670 9.804 -6.548 -1.890 -1.1942
H 1.741 -1.847 -5.102 -0.712 1.994 -1.607 0.2763
H 2.577 -0.323 -5.834 -2.048 -1.316 -0.058 0.2546
H 1.111 -0.954 -6.603 -1.309 -0.488 -2.672 0.3829
H 1.285 2.328 1.157 2.471 2.229 -0.059 0.2115
S 1.221 0.590 3.120 5.686 8.697 -1.828 -0.5172
H 1.758 -1.487 5.281 -4.397 0.314 -1.264 0.0719
H 1.827 -3.635 6.228 0.316 -0.540 0.002 0.3459
H 0.958 -2.586 7.158 -0.064 6.039 2.823 0.4656
```
Forces are in eV/Å.

=====

[2]
The following is a DFT calculation (wB97M-V/def2-TZVPD) of a structure of composition C22H37AgAsF6NO14 at a distorted geometry.

Properties
Gap between HOMO and LUMO (eV): 6.85

```
82
Properties=species:S:1:pos:R:3:forces:R:3:mulliken_charge:R:1
Ag 1.227 -2.360 2.997 0.096 -0.432 -1.096 0.7194
As 1.653 -0.430 -1.017 -0.740 -0.606 -3.163 1.8540
F 2.040 -2.040 -1.922 0.324 2.054 1.453 -0.5016
F 2.006 0.560 -2.477 0.452 -0.991 1.813 -0.4686
F 1.029 1.011 -0.176 0.880 -1.246 -0.494 -0.4422
F 1.063 -1.400 0.349 0.545 0.261 -0.006 -0.2266
F 3.330 -0.346 -0.384 -2.125 -0.062 -0.491 -0.4736
F 0.085 -0.708 -1.854 0.587 0.524 1.291 -0.4530
C 1.092 -3.115 -6.366 0.197 1.137 1.487 -0.4065
C 0.406 -2.768 -7.514 -0.335 1.636 0.628 -0.4526
C -0.040 -1.419 -7.679 0.565 0.059 -0.331 -0.3417
C 0.274 -0.444 -6.743 0.382 -1.031 1.352 -0.0424
C 0.983 -0.811 -5.554 -0.633 -0.298 -0.910 -0.1539
C 1.430 -2.132 -5.350 -1.869 0.629 -1.715 -0.4259
N -0.263 0.967 -6.835 -0.629 1.036 -1.269 0.9282
O -1.023 1.291 -7.777 1.336 -1.398 1.455 -0.5890
O 0.100 1.778 -5.999 -0.056 -1.017 -0.290 -0.5476
H 1.218 -4.175 -6.202 0.519 -0.028 0.192 0.3340
H 0.140 -3.558 -8.200 -0.098 0.235 -0.245 0.3720
H -0.579 -1.073 -8.548 -0.191 -0.301 -0.145 0.4268
H 1.023 -0.078 -4.763 0.405 0.017 0.078 0.4951
H 1.776 -2.302 -4.341 0.406 -0.632 -0.167 0.3369
C -4.379 2.775 6.271 0.516 0.096 -0.732 -1.0886
C -4.455 2.925 4.742 -0.938 0.581 1.101 -0.2534
O -3.392 2.233 4.094 -0.155 0.096 2.361 -0.2884
C -3.393 2.214 2.822 -0.667 -0.249 -6.167 0.7851
O -4.083 2.879 2.018 1.879 -1.881 2.532 -0.6085
O -2.482 1.223 2.439 0.163 0.425 0.620 -0.3405
C -2.362 0.640 1.089 -1.281 0.922 1.185 -0.2405
H -5.411 2.802 6.619 0.230 0.391 0.378 0.3133
H -3.750 3.600 6.606 -0.360 -0.026 0.588 0.3008
H -3.926 1.860 6.654 -0.064 -0.172 -0.410 0.3135
H -4.446 3.997 4.543 0.401 -0.067 -0.428 0.3035
H -5.451 2.612 4.428 0.331 -0.569 -0.586 0.3084
H -1.333 0.599 0.731 -0.013 0.701 0.187 0.0865
H -3.059 1.235 0.499 0.340 -0.329 -0.604 0.4454
H -2.679 -0.397 1.196 -0.304 0.313 -0.031 -0.0518
C -1.732 -3.024 -0.999 0.143 -0.962 -0.301 -0.9649
C -2.037 -2.804 0.466 1.469 -0.171 0.782 0.2629
O -2.149 -4.111 1.189 -0.086 -1.247 0.815 -0.3828
C -1.113 -4.783 1.799 -2.897 -0.688 -2.237 0.7502
O 0.002 -4.376 1.855 1.823 0.978 1.151 -0.4719
O -1.503 -6.069 2.140 -0.017 2.622 -0.507 -0.3363
C -0.607 -6.855 2.928 -0.050 -0.389 0.082 -0.6309
H -1.714 -2.168 -1.673 -0.197 0.344 0.632 0.2958
H -2.455 -3.734 -1.402 -0.226 0.022 0.031 0.4068
H -0.762 -3.499 -1.149 0.163 0.052 0.279 0.0421
H -2.925 -2.192 0.627 -0.456 -0.994 0.100 0.3747
H -1.270 -2.264 1.021 0.401 0.097 -0.423 -0.0550
H -0.307 -7.725 2.343 0.047 0.125 -0.102 0.2619
H -1.195 -7.219 3.771 0.160 0.114 0.082 0.2626
H 0.285 -6.325 3.261 -0.201 0.163 -0.113 0.2918
C -0.518 9.495 -0.818 -0.708 -1.112 0.330 -1.0734
C -0.687 8.689 0.578 -0.227 2.986 -0.468 -0.3148
O 0.043 7.523 0.649 1.205 -2.253 0.092 -0.2871
C -0.490 6.328 1.001 -0.137 -0.885 -1.392 0.6947
O -1.642 6.125 1.294 0.962 0.125 0.169 -0.5714
O 0.492 5.363 0.817 -1.416 2.120 0.115 -0.3444
C 0.153 3.978 0.776 1.371 -0.639 0.286 -0.5553
H 0.209 9.124 -1.541 0.461 -0.577 0.651 0.3426
H -0.242 10.541 -0.683 -0.253 -0.070 0.412 0.3015
H -1.419 9.441 -1.429 -0.344 0.189 0.334 0.3097
H -1.700 8.602 0.971 -0.312 -0.522 -0.858 0.3857
H -0.281 9.382 1.315 0.505 -0.079 0.145 0.2741
H -0.624 3.653 1.469 -0.055 0.317 -0.178 0.2206
H 1.120 3.545 1.033 -0.179 -0.330 0.643 0.2712
H 0.070 3.551 -0.223 -0.871 0.691 -0.279 0.3087
C 4.756 -1.135 2.706 -0.387 -1.058 0.600 -0.5832
C 5.315 -2.568 2.605 -0.030 0.996 1.108 -0.3658
O 4.994 -3.072 1.316 1.360 -0.452 -1.236 -0.3638
C 3.815 -3.543 0.960 0.569 -0.544 0.307 0.6322
O 2.813 -3.469 1.649 -0.240 -0.041 -0.133 -0.3073
O 3.932 -4.206 -0.206 0.493 0.728 1.083 -0.2981
C 2.738 -4.753 -0.688 -2.828 -0.788 -0.450 -0.2964
H 4.759 -0.720 3.713 -0.019 -0.317 0.188 0.3539
H 3.730 -1.297 2.375 -0.124 1.011 -0.187 -0.0809
H 5.326 -0.422 2.110 -0.311 -0.328 -0.410 0.2895
H 5.064 -3.315 3.358 -1.091 0.276 0.146 0.2985
H 6.379 -2.500 2.833 0.409 -0.301 -1.379 0.2792
H 1.956 -4.000 -0.787 0.244 0.171 0.041 -0.1032
H 2.299 -5.550 -0.089 0.417 0.164 0.953 0.2516
H 2.748 -5.286 -1.639 1.366 0.679 -0.323 0.2987
```
Forces are in eV/Å.

=====

[3]
The following is a DFT calculation (wB97M-V/def2-TZVPD) of a structure of composition C26H23F3NO8S3 at a distorted geometry.

Properties
Charge: -1
Gap between HOMO and LUMO (eV): 5.72

```
64
Properties=species:S:1:pos:R:3:forces:R:3:mulliken_charge:R:1
C 3.658 -2.310 -0.759 -0.397 0.006 0.198 -0.8499
C 3.731 -1.972 -2.234 -0.663 0.298 -0.777 1.7193
C 5.164 -2.108 -2.768 -0.476 0.144 -0.270 -1.9140
O 2.903 -2.836 -3.021 0.974 -0.074 0.710 -0.3964
C 1.539 -2.636 -3.067 -0.856 1.415 0.185 -0.1377
O 0.893 -3.556 -3.556 0.560 -0.111 -0.071 -0.8074
C 1.005 -1.321 -2.692 3.569 -1.093 0.062 1.9207
C -0.226 -0.943 -3.402 -0.579 0.160 -0.616 -1.9658
C -1.514 -1.446 -2.815 0.095 0.459 -0.471 0.7447
C -2.546 -0.550 -2.529 -0.063 -0.526 -0.092 -0.5851
C -3.736 -1.034 -1.985 -0.191 -0.155 -0.266 -0.2784
C -3.883 -2.400 -1.723 0.051 -0.038 0.324 -0.3816
C -2.834 -3.290 -2.003 -0.228 0.248 -0.007 -0.7803
C -1.676 -2.810 -2.599 -0.504 -0.288 0.521 -0.1888
C 2.047 -0.272 -2.727 -1.807 -0.703 -0.692 -0.3878
O 1.837 0.875 -3.083 0.703 0.013 0.314 -0.7515
O 3.341 -0.606 -2.453 1.043 -0.408 0.338 -0.3642
H 2.634 -2.170 -0.388 0.341 -0.099 -0.194 -0.1336
H 3.962 -3.353 -0.603 -0.027 0.260 0.022 0.3823
H 4.313 -1.628 -0.203 -0.045 -0.190 -0.065 0.3403
H 5.172 -1.862 -3.839 -0.023 -0.061 0.320 0.4308
H 5.812 -1.404 -2.238 -0.070 -0.112 -0.034 0.3551
H 5.532 -3.131 -2.637 -0.112 0.148 0.059 0.3672
H -0.231 0.148 -3.408 -0.158 -0.225 -0.457 0.5535
H -0.084 -1.366 -4.419 -0.623 0.441 0.085 0.5186
H -2.390 0.510 -2.732 -0.126 -0.240 0.114 0.3506
H -4.540 -0.332 -1.759 0.129 -0.258 -0.002 0.3246
H -4.801 -2.769 -1.260 0.208 0.124 -0.149 0.3572
H -2.895 -4.358 -1.763 -0.228 0.420 -0.142 0.3897
H -0.877 -3.478 -2.896 -0.105 0.109 0.158 0.6626
F -2.140 -1.899 2.156 -0.346 1.011 0.348 -0.2223
C -2.244 -0.537 2.178 0.569 -0.008 -0.490 0.6270
F -3.434 -0.197 2.707 0.441 -0.361 0.148 -0.2372
F -1.278 -0.030 2.970 -0.671 -0.489 -0.205 -0.2001
S -2.102 0.028 0.433 -1.318 1.576 1.104 0.1211
N -1.414 1.592 0.743 -1.041 0.249 0.216 -0.1374
S -2.454 3.138 0.875 0.830 -1.429 -1.163 1.1622
C -1.950 3.856 2.456 -0.311 0.152 0.110 0.4282
C -2.846 3.872 3.531 0.194 -0.167 -0.072 -0.3218
C -2.472 4.494 4.726 0.044 0.090 -0.130 -0.5405
C -1.238 5.141 4.838 -0.044 -0.299 -0.282 -0.3660
C -0.366 5.134 3.749 -0.173 -0.029 -0.083 -0.6900
C -0.722 4.506 2.552 0.187 -0.037 0.007 -0.4429
O -1.972 3.967 -0.200 -0.497 -0.319 1.034 -0.5939
O -3.825 2.685 0.932 1.279 0.389 0.336 -0.6465
S 0.080 1.608 -0.123 -0.189 -0.327 -0.627 1.2682
C 0.846 0.233 0.738 0.977 -0.294 -0.020 0.9205
C 1.869 0.495 1.660 -0.548 0.177 0.074 -0.7254
C 2.352 -0.544 2.459 -0.014 -0.169 0.068 -0.7195
C 1.776 -1.818 2.375 -0.055 0.108 -0.004 -0.5333
C 0.822 -2.096 1.395 0.376 0.076 -0.115 -0.6669
C 0.450 -1.090 0.504 -0.039 -0.166 -0.414 -0.4800
O -0.232 1.291 -1.491 0.159 0.337 1.517 -0.3410
O 0.749 2.822 0.236 0.043 0.015 0.072 -0.7708
H -3.820 3.402 3.430 0.180 0.005 0.009 0.4292
H -3.155 4.485 5.575 0.096 0.005 -0.245 0.3655
H -0.948 5.636 5.767 -0.142 -0.183 -0.301 0.3660
H 0.600 5.631 3.821 -0.204 -0.109 -0.050 0.3814
H -0.041 4.514 1.706 -0.127 -0.064 0.075 0.4587
H 2.231 1.519 1.777 -0.074 -0.359 -0.054 0.4714
H 3.170 -0.358 3.165 -0.402 -0.025 -0.264 0.3909
H 2.089 -2.619 3.052 -0.013 0.338 -0.200 0.3734
H 0.409 -3.107 1.276 0.289 0.514 -0.011 0.3438
H -0.101 -1.345 -0.407 0.153 0.128 0.507 0.0335
```
Forces are in eV/Å.

=====

[4]
The following is a DFT calculation (wB97M-V/def2-TZVPD) of a structure of composition CH3INOP at a distorted geometry.

Properties
Spin multiplicity: 3
Gap between HOMO and LUMO (spin up / spin down) (eV): 5.17 / 7.66

```
8
Properties=species:S:1:pos:R:3:forces:R:3:mulliken_charge:R:1
C -1.649 -1.558 -0.228 -3.959 -3.827 0.942 0.0097
N -0.772 -0.812 -0.385 2.441 2.940 -1.543 -0.3836
O 0.262 0.522 1.568 0.704 0.491 2.911 -0.3596
P -0.009 0.818 0.158 -1.947 -1.649 -1.662 0.2899
I -3.020 -2.988 0.112 0.276 0.734 0.043 0.2572
H 1.988 1.608 -0.236 1.184 1.660 -0.402 -0.2216
H 0.921 0.100 -0.559 1.632 0.766 -0.674 0.2096
H 2.278 2.310 -0.430 -0.331 -1.115 0.385 0.1984
```
Forces are in eV/Å.

=====

[5]
The following is a DFT calculation (wB97M-V/def2-TZVPD) of the molecule C3H5N5 at a distorted geometry.

Properties
Gap between HOMO and LUMO (eV): 9.03
Structure (SMILES): [H]/N=N/c1c[nH]nc1N

```
13
Properties=species:S:1:pos:R:3:forces:R:3:mulliken_charge:R:1
C 0.805 -0.156 -0.601 -0.672 -0.289 0.620 0.2391
C -0.048 0.736 1.239 -0.356 0.816 0.475 -0.7069
C -0.414 0.081 0.097 0.367 -0.706 -1.059 0.7982
H 0.256 -1.645 -1.848 0.440 0.821 0.023 0.2597
H 1.838 -1.125 -1.978 0.861 -0.260 -0.251 0.2897
H 1.882 1.328 1.906 -0.792 -0.593 -1.116 0.2510
H -0.613 1.177 2.034 -0.310 -0.148 0.193 0.4735
H -3.479 -0.391 -0.112 0.180 -0.306 -0.568 0.2356
N 0.905 -0.846 -1.793 -0.926 -0.376 0.038 -0.5154
N 1.818 0.333 0.064 0.837 0.419 0.319 -0.8755
N 1.268 0.906 1.184 1.122 0.058 0.201 0.2700
N -1.612 -0.431 -0.401 -1.427 0.590 0.920 -0.0355
N -2.607 0.033 0.208 0.678 -0.027 0.202 -0.6835
```
Forces are in eV/Å.

=====

[6]
The following is a DFT calculation (wB97M-V/def2-TZVPD) of the molecule C20H21N3O5S at a distorted geometry.

Properties
Gap between HOMO and LUMO (eV): 8.61
Structure (SMILES): CCOC(=O)CNS(=O)(=O)c1cc(-c2nn(C)c(=O)c3ccccc23)ccc1C

```
50
Properties=species:S:1:pos:R:3:forces:R:3:mulliken_charge:R:1
C 2.826 0.627 4.237 0.035 -0.095 -0.463 -1.3385
C 2.299 0.394 2.833 -0.456 -0.011 0.330 -0.1912
H 1.957 1.330 2.379 0.020 -0.137 -0.006 0.2809
H 1.474 -0.327 2.824 0.136 0.186 -0.001 0.3404
O 3.361 -0.113 2.015 0.411 0.205 0.275 -0.3430
C 3.046 -0.980 1.069 0.001 -0.483 0.301 0.4597
O 1.952 -1.449 0.890 0.117 -0.097 0.191 -0.5893
C 4.264 -1.360 0.242 -0.028 0.312 0.413 -0.2685
N 3.812 -1.549 -1.118 -0.633 0.559 -0.392 -0.2880
S 2.812 -0.319 -1.709 0.503 -0.148 -0.560 1.4763
O 2.875 0.797 -0.805 -0.183 -0.132 0.141 -0.6970
O 3.219 -0.104 -3.071 -0.047 -0.264 0.017 -0.8121
C 1.156 -0.985 -1.703 0.371 0.221 -0.019 0.3826
C 0.196 -0.237 -1.054 -0.203 0.033 0.078 -0.5665
C -1.127 -0.667 -1.036 0.324 -0.222 -0.271 0.2485
C -1.440 -1.874 -1.659 0.051 0.178 0.054 -0.6683
C -0.466 -2.606 -2.310 0.159 0.054 0.041 -1.1257
C 0.856 -2.171 -2.357 -0.039 -0.072 -0.077 0.8200
C 1.913 -2.952 -3.064 -0.024 -0.205 -0.107 -1.8023
H 2.543 -2.280 -3.642 0.044 -0.132 -0.139 0.3414
H 1.468 -3.695 -3.721 0.001 -0.027 -0.043 0.4470
H 2.543 -3.457 -2.334 0.049 -0.091 -0.013 0.3101
H -0.731 -3.534 -2.794 0.003 -0.079 -0.071 0.3926
H -2.460 -2.225 -1.629 -0.098 -0.034 -0.010 0.4995
C -2.170 0.103 -0.345 -0.442 -0.103 0.395 0.0146
N -2.983 -0.584 0.393 0.911 -0.414 -0.564 -0.6927
N -3.932 0.010 1.104 -0.274 0.512 0.135 0.4622
C -4.147 1.372 1.182 0.035 -0.196 0.006 0.4383
O -5.011 1.821 1.914 -0.102 0.129 0.039 -0.7224
C -3.277 2.165 0.311 0.341 0.032 -0.261 -0.2703
C -3.457 3.548 0.242 -0.045 -0.060 0.055 -0.5673
C -2.685 4.301 -0.612 -0.064 -0.023 0.065 -0.5194
C -1.740 3.678 -1.426 0.054 -0.052 -0.040 -0.7736
C -1.547 2.317 -1.367 0.023 -0.012 -0.002 -0.3772
C -2.294 1.536 -0.476 -0.432 0.370 0.254 0.8152
H -0.829 1.844 -2.019 0.049 0.017 -0.038 0.6359
H -1.156 4.270 -2.115 0.052 0.030 -0.063 0.4305
H -2.819 5.371 -0.666 -0.022 0.081 0.002 0.4058
H -4.217 3.993 0.866 -0.055 0.043 0.045 0.4972
C -4.768 -0.870 1.888 -0.268 -0.059 0.253 -0.9104
H -5.775 -0.902 1.470 0.002 -0.016 0.062 0.2799
H -4.323 -1.861 1.871 0.004 0.080 -0.031 0.3577
H -4.833 -0.491 2.908 -0.032 -0.060 -0.047 0.2977
H 0.511 0.656 -0.539 -0.070 0.108 0.083 0.9121
H 4.559 -1.726 -1.773 -0.037 0.069 -0.237 0.3064
H 5.016 -0.569 0.346 -0.099 -0.174 -0.003 0.3094
H 4.670 -2.305 0.619 -0.063 0.114 0.000 0.3110
H 2.038 1.049 4.855 -0.071 0.050 0.076 0.3939
H 3.158 -0.310 4.678 0.015 -0.071 0.075 0.3285
H 3.665 1.316 4.211 0.078 0.090 0.074 0.3283
```
Forces are in eV/Å.

=====

Per-record energy relative to the best compared isomer or geometry (same formula, charge and spin), kJ/mol: 1547.8, 580.5, 0.0, 296.4, 200.8, 189.2